A cluster of 2 separate species, C5H11O2 in total. Source: the Open Molecules 2025 dataset; level of theory: the ωB97M-V functional and the def2-TZVPD basis.

XYZ file:
```
18
Properties=species:S:1:pos:R:3:forces:R:3:lowdin_charge:R:1
H 1.286466 -2.405063 -1.798659 1.345 -0.333 -0.920 0.026
O -0.474681 0.726552 -1.276731 0.039 1.421 -1.106 -0.122
H -0.397168 -2.518165 -1.584001 0.051 0.023 0.075 0.056
H -0.622518 0.059246 1.682284 0.606 -0.433 0.049 0.017
C 0.489281 -1.922800 -1.313727 -2.367 0.807 -0.177 -0.196
O 0.194498 2.947240 -1.538785 -0.547 -1.738 0.051 -0.106
C -1.019092 0.975137 1.300608 -2.078 1.084 -1.276 -0.150
H -1.796351 0.709138 0.497416 1.076 0.200 1.328 0.093
H 1.438269 -1.170440 0.319037 0.468 0.485 1.005 0.047
H 1.179306 -2.948186 0.457666 -0.050 0.550 0.066 0.052
C -0.124487 1.883335 -0.930093 0.895 0.935 1.563 -0.682
C -0.054621 1.990776 0.667428 -0.956 1.057 -0.080 -0.186
H 0.908159 1.794071 1.095675 1.049 -0.133 -0.343 0.066
H -0.248373 3.082750 0.981450 -0.103 -1.591 -0.477 0.105
H 0.256219 -0.867289 -1.683565 0.702 -1.591 0.530 0.052
C 0.738692 -1.966642 0.184490 -1.418 -0.776 0.396 -0.186
H -1.545035 1.471016 2.109235 -0.261 -0.041 0.433 0.039
H -0.208565 -1.840677 0.830272 1.551 0.075 -1.116 0.076
```
Forces are in eV/Å.

Kohn-Sham gap ... 8.1416 eV
Energy above the lowest of the compared OMol25 structures with the same formula, charge and spin ... 88.1 kJ/mol
Total charge ... -1
LUMO energy ... 0.1509 hartree